Record 1
Below is a structure of composition C27H14Br2Cl4IN3O2S2V, with properties calculated with the ωB97M-V functional and the def2-TZVPD basis.

XYZ file:
```
56
Properties=species:S:1:pos:R:3:forces:R:3
I -1.3889 -3.2943 -2.8580 0.0 0.0 0.0
Br 1.0685 1.0668 6.5205 0.0 0.0 0.0
Br 1.4381 7.2052 1.2835 0.0 0.0 0.0
V 0.0109 0.7716 -0.0573 0.3 0.5 0.2
Cl -2.9349 -3.1021 0.8180 0.0 0.0 0.0
Cl -4.5965 2.7571 -0.6044 0.0 0.0 0.0
Cl -6.8357 0.5983 -0.0338 0.0 0.0 0.0
Cl -6.0058 -2.3436 0.6873 0.0 0.0 0.0
S 2.3241 0.2547 -0.0434 -0.1 -0.2 0.0
S 0.2449 0.4717 -2.4540 -0.1 0.4 0.0
O -1.1610 -0.7825 0.1829 0.0 -0.1 0.3
O -1.8321 1.6204 -0.3357 -0.1 -0.1 -0.2
N 0.8416 -3.0921 -0.9591 0.0 0.0 -0.1
N 0.4732 2.7562 0.2998 -0.3 -0.3 0.0
N 0.2171 0.8687 1.9004 -0.1 -0.1 -0.1
C 0.4711 3.6909 -0.6616 0.0 0.2 0.0
C 0.7252 1.0162 4.6475 0.0 0.2 0.0
C -2.4489 -0.5475 0.1622 0.1 0.0 -0.1
C 0.6496 -5.6228 0.1521 -0.1 0.0 0.0
C 4.1960 -0.2194 -1.9819 0.0 0.0 0.0
C 0.7518 5.0144 -0.4296 0.0 -0.1 -0.1
C 1.0434 5.3769 0.8998 0.0 0.0 0.2
C 0.0801 -0.2240 2.7136 0.0 -0.1 0.3
C 1.6058 -4.7251 0.6048 0.1 0.1 0.0
C 0.6317 2.0531 2.5003 0.0 0.3 -0.2
C 3.7375 -0.2668 -4.3349 0.0 0.0 0.0
C -0.0641 -3.9453 -1.3613 -0.1 0.0 -0.1
C 1.0386 4.4695 1.9089 0.1 0.2 -0.1
C -5.1562 0.1550 0.0460 0.0 0.0 0.0
C 0.7336 3.1209 1.5952 0.0 -0.3 0.1
C 1.9343 0.1634 -2.7597 0.1 -0.2 0.0
C -2.8165 0.8001 -0.1490 0.0 -0.1 -0.1
C -4.1691 1.1209 -0.2115 0.0 0.0 0.0
C 1.6687 -3.4721 0.0150 0.0 0.1 0.0
C 0.3065 -0.2071 4.0545 0.0 -0.1 -0.2
C -3.4325 -1.4863 0.4201 0.0 0.0 0.0
C -4.7949 -1.1398 0.3625 0.0 0.0 0.0
C -0.2111 -5.2351 -0.8595 0.0 0.0 0.1
C 2.4034 -0.0024 -4.0683 0.0 0.0 0.0
C 4.6435 -0.3755 -3.2850 0.0 0.0 0.0
C 0.8856 2.1262 3.8907 0.0 -0.1 0.1
C 2.8533 0.0426 -1.6984 0.0 0.0 -0.1
H 0.2403 3.3275 -1.6560 0.0 0.0 0.0
H 4.0692 -0.3891 -5.3604 0.0 0.0 0.0
H 0.5667 -6.6126 0.5858 0.0 0.0 0.0
H 5.6913 -0.5765 -3.4798 0.0 0.0 0.0
H 1.2106 3.0598 4.3285 0.0 0.0 0.0
H 1.6902 0.0803 -4.8804 0.0 0.0 0.0
H -0.2480 -1.1260 2.2136 0.0 0.0 0.0
H 0.7476 5.7398 -1.2279 0.0 0.0 0.0
H 0.1592 -1.0980 4.6466 0.0 0.0 0.0
H 4.8913 -0.2970 -1.1533 0.0 0.0 0.0
H -0.9825 -5.8904 -1.2370 0.0 0.0 0.0
H 2.2911 -4.9859 1.4006 0.0 0.0 0.0
H 2.3914 -2.7222 0.3189 0.0 0.0 0.0
H 1.2456 4.7646 2.9272 0.0 0.0 0.0
```
Forces are in eV/Å.

Values from the calculation:
Frontier orbital gap (spin up / spin down): 0.159 / 0.159 hartree
Expectation value of S²: 0.781
E_HOMO (spin up / spin down): -0.46 / -0.45 eV
Charge: -2
Spin multiplicity: 2

Record 2
Below is a structure of composition C27H14BrF5N3O2PdS, with properties calculated with the ωB97M-V functional and the def2-TZVPD basis.

XYZ file:
```
54
Properties=species:S:1:pos:R:3:forces:R:3
Pd 0.2716 -0.2271 -1.0871 0.2 0.0 0.0
Br -3.8392 4.1785 -5.4948 0.1 -0.1 0.1
S 2.1326 1.4152 -2.0433 0.0 -0.1 -0.2
F 0.1772 2.5961 1.9811 0.1 0.0 0.0
F 2.5956 -1.4492 1.6252 -0.2 0.0 0.0
F -0.1740 2.1495 4.6065 0.1 0.0 0.0
F 2.2180 -1.8972 4.2458 -0.1 0.1 0.0
F 0.8306 -0.1066 5.7773 0.0 0.0 -0.1
O 1.4810 0.7637 0.4136 0.0 -0.1 0.0
O -0.7796 -0.3107 -3.1364 -0.1 0.0 0.2
N 2.1976 -1.1644 -1.7029 0.0 0.0 0.0
N -0.6259 -1.4671 0.5452 0.0 -0.1 -0.3
N -1.5777 0.7750 -0.5391 0.4 0.1 -0.1
C 0.6927 1.4836 2.5268 0.1 0.1 0.0
C 2.7462 -2.3663 -1.6640 0.0 0.1 0.0
C -2.1871 1.6060 -2.7265 0.2 -0.1 -0.3
C -2.2529 -0.0430 3.5335 -0.1 0.1 -0.1
C -1.5818 0.7886 -5.0031 0.0 0.0 -0.1
C -2.3081 1.5004 -1.2818 -0.4 0.1 0.1
C -2.4336 1.4820 1.6728 -0.1 0.1 -0.2
C -0.4497 -3.0546 2.3179 0.0 -0.1 0.0
C 1.9039 -0.5469 2.3501 0.2 0.0 -0.1
C -2.6428 1.1664 3.0262 -0.1 -0.1 0.2
C -0.1989 -2.6176 1.0066 -0.1 0.0 0.1
C 1.7227 -0.7839 3.6959 0.1 0.0 0.2
C 1.3818 0.5801 1.7024 -0.1 0.0 0.1
C 4.3362 -0.2139 -2.2363 0.1 -0.1 0.0
C 4.9065 -1.4819 -2.1898 0.0 0.2 0.0
C -1.1260 -2.2281 3.1686 0.0 0.0 0.0
C 1.0168 0.1204 4.4740 0.1 0.0 0.0
C 4.1037 -2.5685 -1.9054 0.0 -0.1 0.0
C 0.5104 1.2634 3.8779 0.1 0.1 0.0
C -1.5904 -0.9772 2.7060 -0.1 0.0 -0.2
C -1.4695 0.6338 -3.5688 0.0 0.0 0.1
C -2.8912 2.6154 -3.3447 0.0 0.0 0.2
C -2.2594 1.8198 -5.5676 0.0 0.0 0.0
C -2.9116 2.7512 -4.7313 0.0 0.1 -0.3
C -1.3417 -0.6455 1.3590 -0.1 0.0 0.2
C 2.9751 -0.0961 -1.9954 -0.2 0.0 0.0
C -1.8159 0.5906 0.8339 -0.2 -0.1 0.3
H -1.0732 0.0482 -5.6059 0.0 0.0 0.0
H -2.4198 -0.2889 4.5752 0.0 0.0 0.0
H -2.7302 2.4626 1.3206 0.0 -0.1 -0.1
H -0.0681 -4.0126 2.6403 0.0 0.0 0.0
H 5.9650 -1.6128 -2.3703 0.0 0.0 0.0
H -3.4491 3.3263 -2.7468 0.0 0.0 0.0
H -2.3087 1.9304 -6.6419 0.0 0.0 0.0
H 4.5093 -3.5697 -1.8589 0.0 0.0 0.0
H -3.1129 1.8982 3.6695 0.0 0.0 0.0
H -3.1487 2.0508 -0.8516 0.0 0.0 0.0
H -1.3023 -2.5085 4.2002 0.0 0.0 0.0
H 2.0909 -3.1971 -1.4380 0.0 0.0 0.0
H 0.3844 -3.2299 0.3326 0.0 0.0 0.0
H 4.9201 0.6692 -2.4531 0.0 0.0 0.0
```
Forces are in eV/Å.

Values from the calculation:
Frontier orbital gap (spin up / spin down): 0.246 / 0.175 hartree
Expectation value of S²: 6.076
E_HOMO (spin up / spin down): -10.35 / -10.51 eV
Charge: +1
Spin multiplicity: 5

Record 3
Below is a structure of composition C27H16Cl2GdN7O2S3, with properties calculated with the ωB97M-V functional and the def2-TZVPD basis.

XYZ file:
```
58
Properties=species:S:1:pos:R:3:forces:R:3
Gd -0.6595 1.1250 0.1624 2.0 -0.1 1.2
Cl 5.2192 -1.8118 3.4098 -0.2 0.0 0.2
Cl 3.5792 -0.2980 5.8833 0.3 -0.1 -0.3
S -2.5514 0.1155 2.2621 0.0 1.0 -0.4
S 1.1272 -4.1255 1.8915 -0.6 0.2 -0.8
S -0.6159 -2.0471 2.8278 -0.3 -0.1 -1.2
O 3.5236 -0.4880 -1.0292 -1.1 0.3 -0.1
O 0.3323 2.9657 4.1890 -0.2 -0.1 -1.2
N 0.4258 0.8428 -2.0926 0.4 -0.3 -0.8
N -1.1561 -1.2365 0.4222 -0.9 -1.1 0.3
N 0.6063 1.7702 2.1699 -0.3 0.7 0.0
N 1.7153 0.2673 0.2090 -1.2 0.8 0.8
N -0.5117 -2.4776 0.2861 0.7 -0.4 1.0
N -1.2580 3.3601 1.0249 0.0 -0.3 0.2
N -4.0648 0.6280 -1.6187 1.1 0.0 0.6
C 2.0090 -0.5015 -3.3583 0.0 0.5 1.6
C 1.5472 0.0882 -2.1614 -0.3 0.3 -0.4
C -1.5707 4.5953 3.0396 -0.2 -0.1 -0.1
C 3.3707 -0.6812 1.8150 -0.8 0.3 0.3
C -1.4657 -1.0279 1.6914 0.0 -0.4 0.6
C -0.3345 -4.5526 -1.0322 0.2 -0.1 0.7
C 0.0723 2.7194 3.0001 0.8 -1.1 0.7
C -0.6131 -3.1882 -0.9442 0.1 0.2 -0.2
C 2.3501 -0.0821 -0.8993 1.7 -0.7 0.1
C -1.0302 -3.1006 -3.3177 -0.1 -0.9 -0.2
C -0.7817 -4.4898 -3.4272 -0.2 0.8 -0.1
C 2.1731 0.8440 3.9004 0.2 -1.1 -1.2
C -2.5110 5.3785 2.3852 -0.2 -0.3 -1.1
C -2.8179 5.1426 1.0120 0.4 -0.4 0.9
C -0.0118 -2.9771 1.4694 1.0 -0.2 0.7
C -0.9977 -2.4836 -2.0887 0.3 0.2 0.4
C -3.0701 0.9312 -1.0641 -2.3 -0.6 -1.5
C 3.8322 -0.8135 3.1346 -0.9 1.0 0.1
C 1.2051 -0.3814 -4.4571 -0.5 0.0 -1.0
C 0.0705 0.4668 -4.4461 0.6 -0.4 1.3
C -2.1608 4.0923 0.3594 0.1 0.8 1.3
C 2.2760 0.1870 1.4898 0.9 -0.6 0.9
C -0.9648 3.5707 2.3350 -0.5 0.4 -1.4
C 3.2100 -0.0844 4.2044 -1.1 0.8 -1.6
C -0.2532 1.0843 -3.2302 0.4 -0.6 -0.6
C 1.6835 0.9625 2.5426 0.6 -0.4 0.8
C -0.4360 -5.1875 -2.2728 0.1 -0.2 -0.1
H -4.8905 0.2248 -2.0878 1.0 0.6 0.7
H -1.2875 4.7108 4.0829 -0.2 0.1 -0.2
H -3.5624 5.7187 0.4811 0.0 0.1 0.1
H -0.5700 0.5919 -5.2989 0.0 0.1 -0.3
H -1.2519 -1.4379 -1.9956 0.1 0.1 -0.1
H -1.2579 -2.4763 -4.1775 -0.1 -0.3 0.0
H 3.8023 -1.2757 1.0002 0.0 0.4 0.6
H -0.2112 -6.2566 -2.3314 -0.2 0.4 0.0
H -2.3405 3.8409 -0.6910 0.0 0.1 0.4
H -0.9077 -4.9959 -4.3958 0.3 0.3 0.6
H 1.4884 -0.9859 -5.3242 -0.3 0.5 0.0
H -0.0340 -5.0943 -0.1065 -0.3 0.4 -1.1
H -1.0835 1.7808 -3.1446 0.0 -0.2 -0.1
H 1.6518 1.4305 4.6673 0.5 -0.5 -0.3
H -3.0132 6.1504 2.9541 -0.1 0.1 -0.2
H 2.9754 -1.0276 -3.3091 -0.7 0.2 -0.1
```
Forces are in eV/Å.

Values from the calculation:
Frontier orbital gap (spin up / spin down): 0.243 / 0.162 hartree
Expectation value of S²: 16.073
E_HOMO (spin up / spin down): -7.16 / -6.97 eV
Charge: 0
Spin multiplicity: 8

How do the records compare in ΔE to the lowest compared entry with this formula, charge and spin? In the order shown, they have 0.0, 41.9, 0.0 kJ/mol.